ORCA calculation (the ωB97M-V functional and the def2-TZVPD basis) on the molecule C6H6N2OS in a non-equilibrium geometry.

Structure (XYZ):
```
16
C6H6N2OS, DFT the ωB97M-V functional and the def2-TZVPD basis
C 1.97316 1.11887 0.16768
C 0.61647 1.05737 0.39450
C 2.51935 -0.00830 -0.46515
C 0.57154 -1.12274 -0.43699
C -0.11229 -0.09028 0.23698
C -2.25279 -1.25580 0.26373
N 1.84447 -1.11949 -0.68729
N -1.59664 -0.08113 0.14025
O -3.43714 -1.37100 -0.00004
S -2.36914 1.28664 -0.52839
H 2.41748 2.10563 0.35459
H 0.20201 2.03091 0.74073
H 3.47208 -0.21911 -0.76897
H 0.16495 -2.11423 -0.63811
H -1.59687 -2.16333 0.70122
H -2.41665 1.94598 0.52529
```

Output
- energy relative to the best compared isomer or geometry (same formula, charge and spin) (kcal per mole) = 26.4
- charge = 0
- E_LUMO (eV) = 0.404
- orbital gap (eV) = 9.86

=====

ORCA calculation (the ωB97M-V functional and the def2-TZVPD basis) on a cluster of 2 separate species, C6H6N2OS2 in total in a non-equilibrium geometry.

Structure (XYZ):
```
17
C6H6N2OS2, DFT the ωB97M-V functional and the def2-TZVPD basis
C 2.36172 1.49623 0.38402
C 0.01985 1.71227 0.16523
C -2.29509 -0.66965 -0.32995
C -1.68106 -1.57133 0.48019
C 1.17531 1.23646 0.76887
C 0.98687 -1.20517 -0.45721
N 3.49219 1.72149 0.09943
N -0.94930 2.03896 -0.40898
O -3.62939 -0.72434 -0.41768
S 2.61560 -1.54155 -0.57433
S 0.05751 -1.90826 0.72398
H -1.84716 0.26810 -0.74454
H -2.10313 -2.55346 0.81927
H 1.09239 0.49710 1.62253
H 0.74279 -0.31332 -1.05077
H -4.13023 0.12124 -0.39572
H 4.09113 1.39525 -0.68433
```

Output
- energy relative to the best compared isomer or geometry (same formula, charge and spin) (kcal per mole) = 43.4
- charge = 0
- E_LUMO (eV) = -0.614
- orbital gap (eV) = 7.85

=====

ORCA calculation (the ωB97M-V functional and the def2-TZVPD basis) on the molecule C6H6N2S.

Structure (XYZ):
```
15
C6H6N2S, DFT the ωB97M-V functional and the def2-TZVPD basis
C 1.97246 0.41942 0.72202
C 2.45641 -0.16834 -0.40995
C -2.33255 1.47894 -0.72819
C 0.46506 -0.92611 0.07176
C -2.15389 -0.70988 0.72737
C -2.28408 0.49278 -0.05137
N 0.73637 -0.06334 1.01682
N 1.47928 -1.03292 -0.82196
S -0.99142 -1.87345 -0.09101
H 2.42607 1.15961 1.34850
H 3.36918 -0.04702 -0.95674
H -1.74548 -0.50241 1.71583
H -3.10328 -1.24056 0.80514
H -2.41276 2.34419 -1.31601
H 1.49549 -1.62527 -1.63572
```

Output
- energy relative to the best compared isomer or geometry (same formula, charge and spin) (kcal per mole) = 21.2
- charge = 0
- E_LUMO (eV) = 0.686
- orbital gap (eV) = 8.85